Here is C27H20MnN4OS as an isolated structure from OMol25. Energies are from ωB97M-V/def2-TZVPD.

The geometry in XYZ format:
```
54
C27H20MnN4OS ωB97M-V/def2-TZVPD
Mn 2.589 -0.593 -0.154
C 1.744 3.521 -2.661
C 2.640 2.467 -2.665
C 2.794 1.699 -1.519
C 2.051 1.970 -0.362
C 1.142 3.019 -0.372
C 1.005 3.793 -1.515
N 2.243 1.027 0.656
C 1.940 1.037 2.002
C 1.609 2.114 2.818
C 1.362 1.875 4.160
C 1.454 0.595 4.724
C 1.830 -0.473 3.945
C 2.065 -0.236 2.591
N 2.474 -1.183 1.651
N 2.829 -2.330 1.983
C 3.249 -3.088 0.875
C 3.713 -4.369 1.052
C 4.105 -5.090 -0.068
C 4.021 -4.503 -1.319
C 3.566 -3.200 -1.417
N 3.189 -2.499 -0.342
H 1.631 4.138 -3.542
H 3.238 2.266 -3.545
H 3.602 0.962 -1.494
H 0.535 3.221 0.501
H 0.307 4.620 -1.516
H 1.576 3.120 2.424
H 1.102 2.709 4.799
H 1.244 0.455 5.775
H 1.943 -1.469 4.350
H 3.755 -4.781 2.051
H 4.471 -6.103 0.035
H 4.294 -5.040 -2.216
H 3.496 -2.703 -2.375
C -8.107 1.501 -2.157
C -6.792 0.797 -2.176
O -6.125 0.468 -3.091
S -6.217 0.536 -0.377
C -4.599 0.000 -0.454
C -4.044 -0.779 -1.507
C -2.720 -1.095 -1.487
C -1.881 -0.627 -0.443
C -2.462 0.072 0.663
C -3.788 0.357 0.669
C -0.495 -0.785 -0.464
C 0.722 -0.886 -0.451
H -8.520 1.532 -3.161
H -7.956 2.518 -1.790
H -8.797 1.002 -1.475
H -4.663 -1.112 -2.320
H -2.297 -1.700 -2.277
H -1.823 0.368 1.485
H -4.242 0.880 1.502
```

largest force on an atom = 1.2 eV/A
total charge = +2
E_tot = -2883.64116 a.u.
Kohn-Sham gap (alpha / beta) = 5.711 / 4.547 eV
2S+1 = 4
HOMO energy (alpha / beta) = -13.13 / -13.30 eV
expectation value of S² = 3.8265

Here is C27H20NO4RuS4 as an isolated structure from OMol25. Energies are from ωB97M-V/def2-TZVPD.

The geometry in XYZ format:
```
57
C27H20NO4RuS4 ωB97M-V/def2-TZVPD
Ru 0.892 -0.496 0.756
S -0.675 -2.224 1.318
C -2.209 -1.390 1.281
C -3.345 -2.183 1.090
C -4.604 -1.628 1.051
C -4.765 -0.260 1.213
C -3.660 0.538 1.438
C -2.386 -0.011 1.464
S -1.033 1.049 1.971
C -0.888 2.323 0.645
C 0.509 2.426 0.074
C 0.774 3.269 -0.997
C 2.069 3.343 -1.484
C 3.061 2.570 -0.897
C 2.732 1.744 0.165
C 3.740 0.862 0.832
S 3.477 -0.940 0.403
C 3.756 -1.806 1.941
C 4.608 -2.903 1.914
C 4.793 -3.678 3.046
C 4.146 -3.343 4.228
C 3.300 -2.256 4.268
C 3.061 -1.498 3.118
S 1.855 -0.255 3.207
N 1.473 1.697 0.638
H -3.207 -3.247 0.983
H -5.465 -2.264 0.917
H -5.750 0.178 1.180
H -3.778 1.597 1.612
H -1.168 3.269 1.115
H -1.607 2.081 -0.139
H -0.018 3.853 -1.440
H 2.304 3.982 -2.317
H 4.067 2.585 -1.277
H 3.661 0.930 1.919
H 4.750 1.099 0.502
H 5.105 -3.160 0.990
H 5.434 -4.547 3.005
H 4.290 -3.941 5.115
H 2.770 -1.991 5.168
O 1.957 0.930 -3.242
C 1.163 0.366 -2.501
O 1.458 -0.263 -1.443
C -0.319 0.403 -2.857
C -0.703 0.816 -4.124
C -2.040 0.836 -4.504
C -2.964 0.445 -3.565
O -4.328 0.375 -3.668
C -4.782 -0.180 -2.454
O -3.693 -0.321 -1.570
C -2.578 0.025 -2.289
C -1.262 -0.003 -1.913
H 0.067 1.114 -4.817
H -2.340 1.127 -5.496
H -5.233 -1.169 -2.644
H -5.532 0.482 -2.000
H -0.943 -0.356 -0.931
```

largest force on an atom = 3.1 eV/A
E_tot = -3084.21943 a.u.
Kohn-Sham gap (alpha / beta) = 6.389 / 6.498 eV
2S+1 = 2
HOMO energy (alpha / beta) = -7.80 / -7.73 eV
expectation value of S² = 0.7713

Here is C27H21BMnN6O5S3 as an isolated structure from OMol25. Energies are from ωB97M-V/def2-TZVPD.

The geometry in XYZ format:
```
64
C27H21BMnN6O5S3 ωB97M-V/def2-TZVPD
Mn -0.579 0.053 0.238
N 3.290 1.523 -0.202
C 4.246 0.519 -0.285
C 5.593 0.856 -0.374
C 6.572 -0.125 -0.454
C 6.205 -1.462 -0.444
C 4.860 -1.800 -0.355
C 3.871 -0.827 -0.276
S 2.198 -1.346 -0.179
N 1.366 0.131 -0.086
C 1.923 1.343 -0.096
C 1.062 2.451 0.023
C 1.449 3.822 0.008
C 0.503 4.797 0.120
C -0.854 4.440 0.258
C -1.166 3.099 0.277
N -0.270 2.118 0.173
H 3.624 2.470 -0.230
H 5.871 1.905 -0.380
H 7.614 0.160 -0.524
H 6.954 -2.241 -0.506
H 4.562 -2.843 -0.347
H 2.488 4.111 -0.101
H 0.795 5.840 0.099
H -1.636 5.181 0.335
H -2.193 2.776 0.387
O -1.183 0.127 3.298
B -0.239 0.002 2.277
O 1.033 -0.142 2.827
C 0.868 -0.119 4.183
C 1.816 -0.231 5.173
C 1.353 -0.169 6.489
C 0.005 -0.004 6.779
C -0.951 0.108 5.766
C -0.484 0.046 4.474
H 2.862 -0.361 4.933
H 2.063 -0.254 7.303
H -0.314 0.039 7.813
H -2.003 0.238 5.977
N -3.648 -4.518 -5.264
C -3.498 -3.194 -4.827
C -4.604 -2.359 -4.700
C -4.445 -1.042 -4.292
C -3.182 -0.548 -4.014
C -2.071 -1.375 -4.146
C -2.227 -2.686 -4.550
S -2.950 1.118 -3.452
O -1.935 1.712 -4.278
O -4.272 1.715 -3.442
N -2.346 0.949 -1.991
C -3.139 0.637 -0.970
S -4.887 0.606 -0.917
C -4.821 0.027 0.720
C -3.544 -0.081 1.132
N -2.612 0.284 0.194
H -4.551 -4.914 -5.052
H -2.911 -5.132 -4.952
H -5.594 -2.746 -4.917
H -5.299 -0.387 -4.183
H -1.088 -0.984 -3.914
H -1.361 -3.331 -4.643
H -5.711 -0.197 1.284
H -3.212 -0.417 2.101
O -0.605 -1.593 0.212
```

largest force on an atom = 0.7 eV/A
total charge = -1
E_tot = -4116.79568 a.u.
Kohn-Sham gap (alpha / beta) = 5.445 / 6.931 eV
2S+1 = 5
HOMO energy (alpha / beta) = -2.92 / -4.60 eV
expectation value of S² = 6.1154

Here is C27H21Br3F5GdN5O3S as an isolated structure from OMol25. Energies are from ωB97M-V/def2-TZVPD.

The geometry in XYZ format:
```
66
C27H21Br3F5GdN5O3S ωB97M-V/def2-TZVPD
Gd -0.552 -0.263 0.101
Br 0.205 -4.336 -0.749
C -0.738 -3.285 -2.002
C -1.209 -3.928 -3.135
C -1.835 -3.168 -4.107
C -1.957 -1.801 -3.920
C -1.500 -1.265 -2.736
N -0.898 -1.992 -1.768
C -1.617 0.225 -2.496
O -1.373 0.986 -3.401
O -1.940 0.540 -1.260
H -1.073 -4.993 -3.245
H -2.211 -3.640 -5.005
H -2.397 -1.148 -4.660
Br 5.141 -3.633 2.816
C 3.681 -2.756 2.044
C 3.863 -1.895 0.978
C 2.739 -1.293 0.446
N 1.504 -1.506 0.901
C 1.341 -2.325 1.949
C 2.409 -2.975 2.543
C -0.052 -2.531 2.448
C -0.286 -3.005 3.727
C -1.596 -3.200 4.132
Br -1.954 -3.818 5.859
C -2.635 -2.935 3.260
C -2.305 -2.442 2.013
N -1.052 -2.227 1.611
H 4.842 -1.698 0.568
H 2.826 -0.603 -0.383
H 2.262 -3.661 3.363
H 0.525 -3.194 4.413
H -3.667 -3.088 3.540
H -3.090 -2.198 1.306
C 0.628 3.372 -0.154
N 1.511 3.024 -1.263
C 2.656 3.914 -1.445
C 1.491 1.776 -1.756
O 0.947 0.835 -1.104
N 2.031 1.512 -2.960
C 2.075 2.506 -4.033
C 2.113 0.135 -3.424
H 0.413 4.438 -0.218
H 1.079 3.145 0.814
H -0.316 2.839 -0.246
H 3.139 4.073 -0.480
H 2.338 4.881 -1.836
H 3.380 3.480 -2.126
H 1.624 3.436 -3.704
H 1.494 2.127 -4.874
H 3.098 2.690 -4.360
H 2.253 -0.548 -2.593
H 2.963 0.047 -4.098
H 1.199 -0.139 -3.959
F -4.954 4.062 3.261
C -3.832 3.370 3.082
C -3.842 2.220 2.314
F -4.969 1.793 1.749
C -2.660 1.531 2.151
F -2.692 0.409 1.356
C -1.452 1.902 2.709
S 0.012 0.945 2.487
C -1.483 3.066 3.466
F -0.367 3.518 4.043
C -2.647 3.791 3.657
F -2.633 4.899 4.392
```

largest force on an atom = 1.8 eV/A
total charge = +1
E_tot = -10926.16252 a.u.
Kohn-Sham gap (alpha / beta) = 6.628 / 7.179 eV
2S+1 = 8
HOMO energy (alpha / beta) = -10.47 / -10.52 eV
expectation value of S² = 15.8857

Here is C27H21Cl5N5Pd as an isolated structure from OMol25. Energies are from ωB97M-V/def2-TZVPD.

The geometry in XYZ format:
```
59
C27H21Cl5N5Pd ωB97M-V/def2-TZVPD
Pd -0.123 0.248 -1.364
C 4.344 -0.868 4.628
C 3.273 -0.553 3.618
C 1.919 -0.614 3.930
C 0.939 -0.367 2.991
C 1.223 -0.033 1.638
N 0.223 0.149 0.740
C -1.073 0.229 1.241
C -1.542 1.305 2.000
C -2.857 1.367 2.430
C -3.774 0.368 2.118
C -5.218 0.474 2.535
C -3.327 -0.705 1.359
C -2.006 -0.774 0.947
N -1.577 -1.911 0.203
C -1.781 -3.209 0.507
C -1.236 -3.958 -0.508
C -0.708 -3.009 -1.401
N -0.914 -1.780 -0.959
C 2.613 0.047 1.350
C 3.577 -0.213 2.310
N 3.119 0.482 0.087
C 3.558 1.730 -0.178
C 4.104 1.711 -1.439
C 3.949 0.377 -1.853
N 3.357 -0.364 -0.929
H 4.005 -0.649 5.643
H 5.246 -0.280 4.445
H 4.632 -1.923 4.601
H 1.616 -0.870 4.941
H -0.096 -0.446 3.294
H -0.842 2.095 2.241
H -3.186 2.221 3.013
H -5.321 1.070 3.442
H -5.649 -0.510 2.725
H -5.819 0.950 1.756
H -4.010 -1.496 1.068
H -2.282 -3.485 1.419
H -1.211 -5.030 -0.587
H -0.190 -3.159 -2.331
H 4.614 -0.130 1.997
H 3.436 2.518 0.544
H 4.532 2.537 -1.980
H 4.237 -0.073 -2.789
Cl -2.862 1.981 -2.331
C -1.933 1.233 -3.606
C -0.829 0.445 -3.265
C -0.265 -0.235 -4.347
Cl 1.032 -1.369 -4.053
C -0.679 -0.083 -5.669
Cl 0.098 -0.932 -6.961
C -1.738 0.769 -5.960
Cl -2.261 1.001 -7.589
C -2.381 1.418 -4.911
Cl -3.734 2.441 -5.258
C 0.388 2.190 -1.396
H 1.201 2.347 -0.689
H -0.494 2.730 -1.043
H 0.686 2.597 -2.365
```

largest force on an atom = 0.4 eV/A
total charge = -1
E_tot = -3744.15825 a.u.
Kohn-Sham gap = 6.680 eV
2S+1 = 1
HOMO energy = -4.10 eV

Here is C27H21ClNO7SSeV as an isolated structure from OMol25. Energies are from ωB97M-V/def2-TZVPD.

The geometry in XYZ format:
```
60
C27H21ClNO7SSeV ωB97M-V/def2-TZVPD
V -0.062 -0.129 0.327
O 1.976 -0.460 -0.069
S 2.786 -0.212 -1.283
C 3.714 1.325 -1.074
C 3.452 2.157 -0.006
C 4.129 3.360 0.098
C 5.085 3.701 -0.844
C 5.364 2.843 -1.895
C 4.670 1.652 -2.019
C 4.300 -1.141 -0.770
C 4.700 -1.010 0.551
C 5.791 -1.715 1.022
C 6.485 -2.558 0.168
C 6.085 -2.690 -1.150
C 4.990 -1.981 -1.623
H 2.690 1.878 0.706
H 3.901 4.032 0.910
H 5.608 4.645 -0.767
H 6.118 3.105 -2.623
H 4.863 0.978 -2.842
H 4.127 -0.373 1.207
H 6.089 -1.617 2.055
H 7.328 -3.123 0.538
H 6.621 -3.360 -1.809
H 4.668 -2.094 -2.648
Cl -2.229 1.523 -0.131
C -1.008 2.305 -1.148
C 0.335 1.660 -0.758
O 1.106 1.366 -1.713
O 0.578 1.666 0.478
H -0.987 3.369 -0.912
H -1.246 2.141 -2.199
O -3.377 -1.933 0.492
C -2.258 -2.044 -0.016
O -1.286 -1.235 0.197
C -1.918 -3.149 -0.961
C -2.744 -4.267 -1.041
C -2.440 -5.339 -1.867
C -1.288 -5.243 -2.611
O -0.755 -6.152 -3.499
C 0.498 -5.620 -3.864
O 0.604 -4.295 -3.402
C -0.469 -4.114 -2.558
C -0.760 -3.045 -1.754
H -3.632 -4.289 -0.430
H -3.054 -6.223 -1.900
H 0.602 -5.638 -4.961
H 1.295 -6.237 -3.410
H -0.112 -2.170 -1.717
Se 0.621 -1.384 2.464
C 0.844 -2.996 1.468
C -0.148 -3.973 1.406
C 0.080 -5.099 0.634
N 1.183 -5.312 -0.071
C 2.134 -4.390 0.013
C 2.030 -3.247 0.780
H -1.078 -3.847 1.940
H -0.667 -5.880 0.560
H 3.032 -4.588 -0.563
H 2.847 -2.547 0.835
```

largest force on an atom = 6.5 eV/A
total charge = -1
E_tot = -5826.78619 a.u.
Kohn-Sham gap (alpha / beta) = 5.994 / 6.669 eV
2S+1 = 4
HOMO energy (alpha / beta) = -3.54 / -4.22 eV
expectation value of S² = 3.7646

Here is C27H21N4O7STi as an isolated structure from OMol25. Energies are from ωB97M-V/def2-TZVPD.

The geometry in XYZ format:
```
61
C27H21N4O7STi ωB97M-V/def2-TZVPD
Ti 1.011 -1.293 0.624
O -1.325 -2.967 3.474
C -0.426 -2.555 2.804
N -0.400 -2.421 1.407
C -1.147 -3.279 0.586
O -2.216 -3.759 0.823
C -0.384 -3.556 -0.682
C -0.919 -4.321 -1.692
C -0.131 -4.560 -2.811
C 1.146 -4.021 -2.869
C 1.594 -3.229 -1.827
N 0.837 -3.002 -0.748
C 0.920 -2.190 3.391
C 1.127 -2.179 4.752
C 2.405 -1.890 5.213
C 3.414 -1.611 4.301
C 3.118 -1.607 2.950
N 1.891 -1.901 2.508
H -1.920 -4.715 -1.580
H -0.509 -5.161 -3.628
H 1.789 -4.195 -3.720
H 2.566 -2.757 -1.843
H 0.303 -2.414 5.412
H 2.614 -1.884 6.274
H 4.421 -1.390 4.627
H 3.857 -1.366 2.196
O 0.148 2.983 -4.713
C -0.817 2.471 -4.144
O -2.034 2.732 -4.113
C -0.431 1.347 -3.140
C -1.415 0.623 -2.479
C -1.063 -0.207 -1.437
N 0.214 -0.327 -1.048
C 1.182 0.336 -1.720
C 0.904 1.162 -2.778
C 2.552 0.195 -1.114
O 3.472 0.920 -1.318
O 2.606 -0.848 -0.229
H -2.449 0.780 -2.757
H -1.803 -0.755 -0.865
H 1.676 1.714 -3.299
C -3.694 4.218 -1.778
C -2.570 3.648 -0.973
C -2.808 2.800 0.115
C -1.769 2.241 0.833
C -0.462 2.532 0.446
C -0.194 3.378 -0.631
C -1.250 3.934 -1.328
S 0.935 1.927 1.295
C 0.690 2.558 2.944
O 0.710 0.393 1.566
H -4.665 3.926 -1.383
H -3.592 3.868 -2.808
H -3.637 5.308 -1.793
H -3.830 2.574 0.393
H -1.969 1.580 1.668
H 0.829 3.583 -0.927
H -1.056 4.567 -2.185
H -0.286 2.243 3.310
H 0.744 3.644 2.880
H 1.494 2.173 3.568
```

largest force on an atom = 0.5 eV/A
total charge = +1
E_tot = -3034.79390 a.u.
Kohn-Sham gap = 5.535 eV
2S+1 = 1
HOMO energy = -10.71 eV

Here is C27H22AsAuO5S as an isolated structure from OMol25. Energies are from ωB97M-V/def2-TZVPD.

The geometry in XYZ format:
```
57
C27H22AsAuO5S ωB97M-V/def2-TZVPD
Au 1.758 -0.203 -1.518
O 5.871 0.787 -0.857
C 4.814 1.056 -1.472
O 4.139 0.285 -2.199
C 4.354 2.527 -1.347
C 5.402 3.443 -1.195
C 5.208 4.807 -1.050
C 3.904 5.292 -1.031
C 2.850 4.412 -1.180
C 3.030 3.023 -1.368
S 1.512 2.149 -1.627
H 6.403 3.031 -1.188
H 6.055 5.477 -0.944
H 3.708 6.352 -0.900
H 1.829 4.781 -1.175
O -1.308 -0.691 -2.333
As -1.316 -0.729 -0.690
C -0.153 -0.656 0.898
C 0.040 -1.796 1.670
C 0.681 -1.710 2.902
C 1.117 -0.482 3.379
C 0.913 0.661 2.613
C 0.276 0.578 1.385
C -2.576 -2.130 -0.136
C -3.071 -2.918 -1.172
C -4.007 -3.913 -0.919
C -4.463 -4.124 0.377
C -3.979 -3.335 1.413
C -3.037 -2.344 1.157
C -2.440 0.834 -0.211
C -2.912 1.591 -1.281
C -3.771 2.664 -1.070
C -4.182 2.981 0.219
C -3.721 2.227 1.292
C -2.850 1.167 1.077
H -0.293 -2.755 1.297
H 0.837 -2.611 3.486
H 1.623 -0.415 4.336
H 1.256 1.626 2.967
H 0.153 1.465 0.780
H -2.689 -2.730 -2.168
H -4.384 -4.527 -1.729
H -5.190 -4.902 0.581
H -4.333 -3.493 2.426
H -2.656 -1.750 1.977
H -2.576 1.319 -2.274
H -4.122 3.253 -1.909
H -4.859 3.812 0.389
H -4.038 2.470 2.301
H -2.474 0.614 1.930
C 2.353 -4.360 -0.737
O 2.562 -3.010 -1.128
C 1.445 -2.218 -1.193
O 0.371 -2.764 -0.944
H 3.344 -4.780 -0.580
H 1.824 -4.919 -1.511
H 1.767 -4.419 0.181
```

largest force on an atom = 0.9 eV/A
total charge = -2
E_tot = -4187.95213 a.u.
Kohn-Sham gap = 5.511 eV
2S+1 = 1
HOMO energy = -1.16 eV

> What is the largest force on an atom in the fourth record?

1.8 eV/A

> Which of these has the lowest E_tot?

C27H21Br3F5GdN5O3S

Please write out number 3 again, unchanged.
Here is C27H21BMnN6O5S3 as an isolated structure from OMol25. Energies are from ωB97M-V/def2-TZVPD.

The geometry in XYZ format:
```
64
C27H21BMnN6O5S3 ωB97M-V/def2-TZVPD
Mn -0.579 0.053 0.238
N 3.290 1.523 -0.202
C 4.246 0.519 -0.285
C 5.593 0.856 -0.374
C 6.572 -0.125 -0.454
C 6.205 -1.462 -0.444
C 4.860 -1.800 -0.355
C 3.871 -0.827 -0.276
S 2.198 -1.346 -0.179
N 1.366 0.131 -0.086
C 1.923 1.343 -0.096
C 1.062 2.451 0.023
C 1.449 3.822 0.008
C 0.503 4.797 0.120
C -0.854 4.440 0.258
C -1.166 3.099 0.277
N -0.270 2.118 0.173
H 3.624 2.470 -0.230
H 5.871 1.905 -0.380
H 7.614 0.160 -0.524
H 6.954 -2.241 -0.506
H 4.562 -2.843 -0.347
H 2.488 4.111 -0.101
H 0.795 5.840 0.099
H -1.636 5.181 0.335
H -2.193 2.776 0.387
O -1.183 0.127 3.298
B -0.239 0.002 2.277
O 1.033 -0.142 2.827
C 0.868 -0.119 4.183
C 1.816 -0.231 5.173
C 1.353 -0.169 6.489
C 0.005 -0.004 6.779
C -0.951 0.108 5.766
C -0.484 0.046 4.474
H 2.862 -0.361 4.933
H 2.063 -0.254 7.303
H -0.314 0.039 7.813
H -2.003 0.238 5.977
N -3.648 -4.518 -5.264
C -3.498 -3.194 -4.827
C -4.604 -2.359 -4.700
C -4.445 -1.042 -4.292
C -3.182 -0.548 -4.014
C -2.071 -1.375 -4.146
C -2.227 -2.686 -4.550
S -2.950 1.118 -3.452
O -1.935 1.712 -4.278
O -4.272 1.715 -3.442
N -2.346 0.949 -1.991
C -3.139 0.637 -0.970
S -4.887 0.606 -0.917
C -4.821 0.027 0.720
C -3.544 -0.081 1.132
N -2.612 0.284 0.194
H -4.551 -4.914 -5.052
H -2.911 -5.132 -4.952
H -5.594 -2.746 -4.917
H -5.299 -0.387 -4.183
H -1.088 -0.984 -3.914
H -1.361 -3.331 -4.643
H -5.711 -0.197 1.284
H -3.212 -0.417 2.101
O -0.605 -1.593 0.212
```

largest force on an atom = 0.7 eV/A
total charge = -1
E_tot = -4116.79568 a.u.
Kohn-Sham gap (alpha / beta) = 5.445 / 6.931 eV
2S+1 = 5
HOMO energy (alpha / beta) = -2.92 / -4.60 eV
expectation value of S² = 6.1154

> Which of these has the highest 2S+1?

C27H21Br3F5GdN5O3S